1.
The following is a quantum chemistry calculation of 3 unconnected molecules or ions with the total composition C39H49BFN4O8PS, from OMol25.

Summary:
* Kohn-Sham gap: 7.92 eV
* 2S+1: 1
* LUMO level: 0.219 eV
* SMILES: C#CCN1c2cc(CCC(=O)Nc3ccccc3)c(B(N)O)c([C@H](C)F)c2Sc2cc(P(C)CC)cc(NCCCC)c21.O=C1OCCO1.O=C1OCCO1

Cartesian coordinates (Å):
C -3.648 4.018 2.622
C -3.120 2.995 2.955
C -2.476 1.729 3.327
N -1.943 1.065 2.118
C -0.710 1.621 1.656
C -0.755 2.583 0.660
C 0.416 3.139 0.171
C 0.302 4.114 -0.992
C 0.544 3.327 -2.289
C -0.673 2.512 -2.695
O -1.791 2.905 -2.499
N -0.453 1.227 -3.311
C 0.547 1.239 -4.340
C 0.218 1.604 -5.634
C 1.189 1.636 -6.628
C 2.503 1.295 -6.342
C 2.837 0.907 -5.050
C 1.869 0.885 -4.063
C 1.667 2.766 0.684
B 2.953 3.460 0.063
N 3.842 2.728 -0.798
O 3.236 4.784 0.352
C 1.710 1.786 1.693
C 3.025 1.352 2.293
C 3.682 2.453 3.112
F 3.901 0.911 1.288
C 0.523 1.218 2.157
S 0.500 -0.050 3.411
C -0.842 -1.030 2.773
C -0.784 -2.409 2.855
C -1.849 -3.164 2.365
P -1.709 -4.981 2.366
C -3.392 -5.668 2.069
C -1.290 -5.478 4.105
C 0.155 -6.013 4.147
C -2.946 -2.491 1.826
C -2.997 -1.106 1.724
N -4.163 -0.529 1.118
C -3.911 0.171 -0.144
C -5.178 0.885 -0.625
C -6.308 -0.046 -1.098
C -7.198 -0.583 0.029
C -1.918 -0.360 2.209
H -3.978 4.950 2.229
H -1.710 1.902 4.088
H -3.250 1.076 3.733
H -1.725 2.867 0.273
H 1.009 4.933 -0.892
H -0.704 4.532 -0.994
H 1.359 2.625 -2.113
H 0.862 3.955 -3.127
H -0.247 0.513 -2.623
H -0.802 1.869 -5.888
H 0.906 1.919 -7.633
H 3.250 1.334 -7.123
H 3.858 0.618 -4.829
H 2.136 0.576 -3.056
H 3.463 1.843 -1.111
H 4.179 3.250 -1.600
H 3.628 5.259 -0.387
H 2.867 0.496 2.947
H 3.578 3.437 2.654
H 4.749 2.248 3.230
H 3.254 2.468 4.114
H 0.088 -2.893 3.278
H -3.937 -5.110 1.311
H -3.224 -6.666 1.662
H -3.991 -5.769 2.975
H -1.952 -6.310 4.355
H -1.429 -4.652 4.802
H 0.882 -5.200 4.164
H 0.357 -6.598 3.250
H 0.309 -6.658 5.013
H -3.783 -3.048 1.431
H -4.585 0.122 1.772
H -3.127 0.929 -0.062
H -3.596 -0.546 -0.908
H -5.559 1.442 0.243
H -4.924 1.634 -1.374
H -5.858 -0.893 -1.621
H -6.950 0.510 -1.784
H -7.467 0.195 0.745
H -6.684 -1.365 0.588
H -8.103 -1.025 -0.391
C 6.461 -0.013 -0.445
C 6.762 1.448 -0.185
O 6.898 1.971 -1.514
C 6.225 1.162 -2.359
O 6.002 1.408 -3.502
O 5.827 0.034 -1.730
H 5.790 -0.451 0.289
H 7.363 -0.621 -0.525
H 5.932 1.954 0.305
H 7.675 1.607 0.382
C 1.282 -2.918 -1.178
C -0.057 -3.305 -1.777
O -0.113 -4.709 -1.513
C 0.692 -4.978 -0.455
O 0.728 -6.008 0.128
O 1.441 -3.888 -0.142
H 1.295 -1.915 -0.755
H 2.103 -3.022 -1.890
H -0.895 -2.819 -1.270
H -0.124 -3.120 -2.846



2.
The following is a quantum chemistry calculation of a molecular structure, C39H49ClN7O2PPt, from OMol25.

Summary:
* Kohn-Sham gap (alpha / beta): 9.01 / 4.78 eV
* ΔE to the lowest compared entry with this formula, charge and spin: 18.8 kcal/mol
* 2S+1: 5
* LUMO level (alpha / beta): -4.430 / -8.648 eV
* total charge: +2

Cartesian coordinates (Å):
Pt -0.734 1.235 1.025
C -4.477 0.577 -0.667
C -3.985 1.399 0.490
C -3.316 0.803 1.567
C -2.878 1.571 2.658
C -3.127 2.940 2.687
C -3.792 3.530 1.627
C -4.205 2.769 0.537
H -4.203 1.033 -1.619
H -5.565 0.489 -0.648
H -4.065 -0.432 -0.636
H -3.226 -0.275 1.608
H -2.425 1.087 3.517
H -2.799 3.532 3.530
H -3.997 4.593 1.644
H -4.722 3.252 -0.283
Cl -0.156 9.360 -1.345
C -0.310 7.713 -0.874
C -0.028 7.353 0.439
C -0.153 6.030 0.815
C -0.555 5.077 -0.121
C -0.838 5.451 -1.434
C -0.717 6.773 -1.815
C -0.688 3.684 0.285
O -0.447 3.293 1.476
O -1.054 2.774 -0.534
H 0.283 8.108 1.147
H 0.059 5.729 1.832
H -1.155 4.705 -2.150
H -0.932 7.086 -2.826
N 7.740 0.452 -5.733
C 6.996 0.619 -4.876
C 6.065 0.826 -3.800
C 4.898 0.068 -3.743
C 4.006 0.255 -2.703
C 4.277 1.210 -1.734
C 5.431 1.976 -1.786
C 6.331 1.777 -2.819
N 3.348 1.408 -0.665
C 3.653 1.718 0.644
C 2.468 1.802 1.304
N 1.450 1.553 0.416
C 2.005 1.316 -0.753
H 4.703 -0.672 -4.506
H 3.116 -0.359 -2.642
H 5.624 2.740 -1.045
H 7.235 2.367 -2.873
H 4.666 1.841 0.981
H 2.280 2.050 2.335
H 1.476 1.152 -1.677
N -0.597 -0.667 0.734
P -0.470 -2.281 0.462
N -0.765 -2.438 -1.151
C 0.210 -1.747 -2.029
C -0.486 -0.668 -2.843
C -1.550 -1.287 -3.771
C -1.922 -2.699 -3.316
C -2.051 -2.792 -1.805
N 1.050 -2.694 0.786
C 2.086 -1.749 1.269
C 3.303 -2.523 1.767
C 2.866 -3.754 2.552
C 2.125 -4.748 1.641
C 1.526 -4.047 0.421
N -1.511 -3.167 1.342
C -1.140 -3.398 2.769
C -1.894 -2.441 3.676
C -3.421 -2.583 3.500
C -3.760 -3.540 2.359
C -2.982 -3.246 1.084
H 0.667 -2.498 -2.678
H 1.008 -1.334 -1.409
H 0.257 -0.116 -3.422
H -0.942 0.043 -2.146
H -1.183 -1.329 -4.796
H -2.438 -0.653 -3.787
H -1.182 -3.425 -3.659
H -2.872 -3.010 -3.751
H -2.322 -3.804 -1.509
H -2.838 -2.114 -1.465
H 1.666 -1.164 2.090
H 2.368 -1.053 0.472
H 3.900 -1.852 2.385
H 3.939 -2.817 0.928
H 2.218 -3.436 3.375
H 3.726 -4.235 3.015
H 1.338 -5.259 2.197
H 2.804 -5.524 1.284
H 0.691 -4.618 0.014
H 2.261 -3.940 -0.381
H -0.064 -3.283 2.872
H -1.369 -4.439 2.997
H -1.567 -1.423 3.436
H -1.596 -2.624 4.709
H -3.876 -1.608 3.318
H -3.875 -2.955 4.418
H -4.821 -3.487 2.112
H -3.578 -4.572 2.664
H -3.327 -2.303 0.653
H -3.171 -4.035 0.358



3.
The following is a quantum chemistry calculation of a molecular structure, C39H49GeN6O2S2TeW, from OMol25.

Summary:
* Kohn-Sham gap (alpha / beta): 4.67 / 5.92 eV
* ΔE to the lowest compared entry with this formula, charge and spin: 8.8 kcal/mol
* 2S+1: 3
* LUMO level (alpha / beta): 2.419 / 2.417 eV
* total charge: -1

Cartesian coordinates (Å):
W 0.015 -0.134 0.463
C 0.868 -0.565 -2.154
C 1.382 -1.599 -1.374
C 0.301 -2.174 -0.639
C -0.902 -1.530 -1.061
C -0.532 -0.490 -1.953
H 1.436 0.104 -2.780
H 2.417 -1.888 -1.287
H 0.347 -3.065 -0.032
H -1.904 -1.877 -0.865
H -1.210 0.167 -2.470
N -2.039 2.921 1.562
C -1.473 2.551 2.848
C -1.968 3.428 4.006
C -1.378 3.163 5.391
C -1.619 1.775 5.985
N -1.009 0.633 5.304
C 0.274 0.446 5.008
N 1.247 1.183 5.625
N 0.593 -0.498 4.152
C 0.068 2.544 2.757
O 0.717 3.419 3.355
O 0.606 1.609 2.083
H -1.800 3.866 1.287
H -3.044 2.811 1.553
H -1.749 1.505 2.998
H -3.062 3.343 4.045
H -1.739 4.467 3.750
H -1.823 3.862 6.108
H -0.318 3.410 5.343
H -2.686 1.551 5.974
H -1.329 1.762 7.042
H -1.644 0.010 4.819
H 0.901 1.937 6.195
H 1.951 1.512 4.975
H -0.081 -0.640 3.326
H 1.555 -0.579 3.846
C -1.031 -0.775 1.826
Ge -2.137 -2.200 2.304
C -1.168 -3.907 2.296
C -1.369 -4.845 1.284
C -0.598 -5.998 1.206
C 0.397 -6.234 2.143
C 0.623 -5.304 3.149
C -0.150 -4.153 3.219
C -3.773 -2.371 1.216
C -4.594 -3.498 1.256
C -5.779 -3.550 0.533
C -6.166 -2.464 -0.243
C -5.365 -1.332 -0.289
C -4.178 -1.290 0.433
C -2.950 -1.993 4.109
C -3.791 -0.891 4.306
C -4.418 -0.665 5.524
C -4.207 -1.537 6.585
C -3.381 -2.637 6.410
C -2.765 -2.862 5.183
H -2.132 -4.670 0.532
H -0.770 -6.708 0.406
H 1.004 -7.129 2.081
H 1.413 -5.468 3.873
H 0.069 -3.422 3.992
H -4.314 -4.349 1.869
H -6.401 -4.436 0.575
H -7.087 -2.504 -0.812
H -5.657 -0.483 -0.895
H -3.537 -0.413 0.379
H -3.959 -0.197 3.486
H -5.071 0.192 5.645
H -4.692 -1.364 7.538
H -3.214 -3.325 7.230
H -2.129 -3.733 5.067
C 3.902 3.992 1.722
C 4.376 2.670 2.303
N 3.439 1.582 2.061
C 3.686 0.407 1.482
S 2.599 -0.882 1.624
N 4.867 0.253 0.787
C 5.161 1.120 -0.367
C 4.572 0.562 -1.652
H 4.573 4.796 2.036
H 2.895 4.216 2.077
H 3.862 3.966 0.633
H 4.490 2.775 3.388
H 5.354 2.383 1.922
H 2.440 1.749 2.251
H 4.973 -0.723 0.544
H 6.245 1.231 -0.446
H 4.742 2.106 -0.180
H 4.988 -0.423 -1.881
H 4.786 1.226 -2.493
H 3.489 0.481 -1.556
Te 0.972 2.477 -0.630
C 0.651 2.607 -2.716
C -0.523 2.666 -3.418
C -0.347 2.780 -4.827
C 0.965 2.812 -5.192
S 1.974 2.701 -3.810
H -1.486 2.630 -2.926
H -1.163 2.837 -5.535
H 1.374 2.895 -6.187



4.
The following is a quantum chemistry calculation of 9 unconnected molecules or ions with the total composition C39H50BF24NO17, from OMol25.

Summary:
* Kohn-Sham gap: 8.21 eV
* 2S+1: 1
* LUMO level: -1.045 eV
* SMILES: CCOC(=O)C(F)(F)F.CCOC(=O)C(F)(F)F.CCOC(=O)C(F)(F)F.CCOC(=O)C(F)(F)F.CCOC(=O)C(F)(F)F.CCOC(=O)C(F)(F)F.CCOC(=O)C(F)(F)F.CCOC(=O)C(F)(F)F.COCBc1cccnc1

Cartesian coordinates (Å):
C 12.077 6.220 4.654
O 11.011 6.557 3.689
C 9.731 5.874 4.067
B 8.457 6.904 3.926
C 6.862 6.519 4.037
C 6.275 5.068 4.623
C 4.613 4.920 4.686
C 3.742 6.206 4.164
N 4.250 7.500 3.596
C 5.747 7.616 3.552
H 11.877 6.648 5.748
H 12.236 5.058 4.749
H 13.083 6.748 4.303
H 9.607 4.912 3.405
H 9.894 5.535 5.200
H 8.707 8.063 3.751
H 7.005 4.218 4.972
H 4.113 3.941 5.094
H 2.556 6.094 4.246
H 6.183 8.635 3.107
C 0.628 -0.658 2.372
C 0.407 -0.193 3.801
O 1.663 -0.042 4.481
C 2.346 1.122 4.235
O 1.944 2.004 3.482
C 3.633 1.174 5.056
F 4.332 0.003 5.015
F 3.391 1.425 6.375
F 4.494 2.143 4.636
H 1.227 -1.574 2.353
H -0.328 -0.850 1.876
H 1.174 0.091 1.791
H -0.161 -0.953 4.347
H -0.172 0.736 3.839
C -5.398 -3.961 5.486
C -4.059 -3.609 6.111
O -3.003 -3.744 5.146
C -2.844 -2.695 4.276
O -3.544 -1.686 4.286
C -1.661 -2.946 3.342
F -1.655 -4.209 2.827
F -0.464 -2.789 3.977
F -1.638 -2.101 2.273
H -5.364 -4.959 5.038
H -6.193 -3.936 6.237
H -5.658 -3.262 4.685
H -3.840 -4.311 6.921
H -4.066 -2.603 6.545
C -8.263 -8.701 9.321
C -6.924 -8.349 9.945
O -5.869 -8.484 8.981
C -5.709 -7.435 8.111
O -6.409 -6.426 8.121
C -4.526 -7.686 7.177
F -4.521 -8.949 6.661
F -3.329 -7.529 7.812
F -4.504 -6.842 6.108
H -8.230 -9.699 8.873
H -9.058 -8.676 10.072
H -8.523 -8.002 8.520
H -6.705 -9.052 10.756
H -6.931 -7.344 10.379
C 4.385 8.212 0.178
C 4.751 6.748 0.347
O 4.464 6.015 -0.853
C 5.398 6.106 -1.854
O 6.429 6.768 -1.769
C 4.993 5.243 -3.048
F 3.680 5.393 -3.386
F 5.173 3.913 -2.804
F 5.707 5.523 -4.174
H 3.341 8.315 -0.136
H 4.528 8.758 1.115
H 4.997 8.687 -0.595
H 4.139 6.310 1.142
H 5.800 6.624 0.639
C 1.681 3.884 -1.655
C 0.320 4.067 -1.006
O -0.580 3.028 -1.423
C -0.459 1.828 -0.771
O 0.360 1.612 0.118
C -1.504 0.833 -1.275
F -1.598 0.813 -2.636
F -2.753 1.123 -0.812
F -1.245 -0.450 -0.896
H 1.584 3.826 -2.744
H 2.345 4.716 -1.402
H 2.154 2.953 -1.328
H -0.115 5.016 -1.335
H 0.394 4.104 0.086
C -4.655 -0.261 -3.453
C -5.567 -0.210 -2.239
O -6.529 0.848 -2.377
C -7.623 0.570 -3.156
O -7.805 -0.504 -3.722
C -8.584 1.759 -3.176
F -7.947 2.949 -3.372
F -9.270 1.884 -2.004
F -9.524 1.667 -4.159
H -4.185 0.713 -3.623
H -3.873 -1.013 -3.316
H -5.216 -0.507 -4.360
H -4.974 0.014 -1.347
H -6.065 -1.170 -2.066
C 0.617 -2.439 -3.312
C 0.561 -1.326 -4.344
O 0.973 -1.812 -5.631
C 0.024 -2.492 -6.350
O -1.119 -2.698 -5.952
C 0.577 -2.908 -7.713
F 1.826 -3.451 -7.631
F 0.678 -1.851 -8.569
F -0.198 -3.836 -8.342
H 1.613 -2.894 -3.289
H 0.380 -2.054 -2.315
H -0.092 -3.238 -3.551
H 1.264 -0.535 -4.063
H -0.435 -0.873 -4.397
C -0.683 -4.792 -11.010
C -1.429 -3.941 -12.024
O -1.704 -4.700 -13.211
C -2.789 -5.537 -13.154
O -3.504 -5.663 -12.164
C -2.996 -6.242 -14.494
F -1.836 -6.736 -15.014
F -3.510 -5.405 -15.440
F -3.854 -7.298 -14.413
H 0.222 -5.217 -11.455
H -0.402 -4.196 -10.137
H -1.295 -5.633 -10.671
H -0.799 -3.098 -12.324
H -2.351 -3.526 -11.603



Number 1: energy -87097.70617 eV. Number 2: energy -80806.45510 eV. Number 3: energy -141579.14647 eV. Number 4: energy -143439.85658 eV.